--- 1 ---
2 unconnected molecules or ions with the total composition C3HF. Source: the Open Molecules 2025 dataset; level of theory: the ωB97M-V functional and the def2-TZVPD basis.

Output
Multiplicity ... 1
HOMO level (alpha / beta) ... -10.6 / -10.6 eV

The geometry in XYZ format:
```
5
C3HF the ωB97M-V functional and the def2-TZVPD basis
C 3.079 1.044 0.044
C 2.090 0.254 -0.053
C 1.056 -0.543 -0.018
F 0.939 -1.825 0.018
H -0.583 0.044 0.004
```

---

--- 2 ---
2 unconnected molecules or ions with the total composition C3HF. Source: the Open Molecules 2025 dataset; level of theory: the ωB97M-V functional and the def2-TZVPD basis.

Output
Multiplicity ... 1
HOMO level ... -11.8 eV

The geometry in XYZ format:
```
5
C3HF the ωB97M-V functional and the def2-TZVPD basis
C -1.191 1.612 0.671
C -0.589 0.593 0.286
C 0.058 -0.463 -0.160
F 1.805 -0.225 -0.531
H -0.084 -1.518 -0.267
```

---

Relative stability in kJ/mol, measured from the most stable structure: 1 65.5; 2 0.0

---

--- 1 ---
C4H2 in the gas phase. Source: the Open Molecules 2025 dataset; level of theory: the ωB97M-V functional and the def2-TZVPD basis.

Output
Multiplicity ... 1
HOMO level ... -9.9 eV

The geometry in XYZ format:
```
6
C4H2 the ωB97M-V functional and the def2-TZVPD basis
C -1.325 -1.322 -0.293
C -0.442 -0.535 -0.224
C 0.503 0.466 0.109
C 1.247 1.398 0.434
H -1.913 -2.234 -0.343
H 2.016 2.193 0.188
```

---

--- 2 ---
A molecular structure, C4H2. Source: the Open Molecules 2025 dataset; level of theory: the ωB97M-V functional and the def2-TZVPD basis.

Output
Multiplicity ... 1
HOMO level ... -9.1 eV

The geometry in XYZ format:
```
6
C4H2 the ωB97M-V functional and the def2-TZVPD basis
C 0.817 1.394 -0.936
C 0.932 0.097 -1.603
C -0.283 0.719 -0.248
C 0.694 -0.325 -0.287
H -1.256 1.151 -0.052
H 1.253 -0.834 0.474
```

---

Relative stability in kJ/mol, measured from the most stable structure: 1 0.0; 2 271.5

---

--- 1 ---
C3H2N4 in the gas phase. Source: the Open Molecules 2025 dataset; level of theory: the ωB97M-V functional and the def2-TZVPD basis.

Output
Multiplicity ... 1
HOMO level ... -9.4 eV

The geometry in XYZ format:
```
9
C3H2N4 the ωB97M-V functional and the def2-TZVPD basis
N -1.864 2.223 -0.875
C -1.250 1.265 -0.639
C -0.458 0.133 -0.312
C 0.712 0.144 0.568
N 1.350 -0.933 0.793
N -0.827 -2.134 -1.123
N -0.744 -1.061 -0.807
H 0.947 1.132 0.976
H 2.134 -0.768 1.419
```

---

--- 2 ---
C3H2N4 in the gas phase. Source: the Open Molecules 2025 dataset; level of theory: the ωB97M-V functional and the def2-TZVPD basis.

Output
Multiplicity ... 1
HOMO level ... -10.4 eV

The geometry in XYZ format:
```
9
C3H2N4 the ωB97M-V functional and the def2-TZVPD basis
C -2.615 -0.004 -0.054
C -1.459 -0.220 0.004
C -0.043 -0.132 -0.057
N 0.694 -1.245 -0.090
N 1.964 -0.802 0.037
N 1.864 0.458 -0.067
N 0.629 1.018 -0.051
H -3.626 -0.173 0.137
H 2.591 1.099 0.141
```

---

--- 3 ---
2 unconnected molecules or ions with the total composition C3H2N4. Source: the Open Molecules 2025 dataset; level of theory: the ωB97M-V functional and the def2-TZVPD basis.

Output
Multiplicity ... 1
HOMO level ... -9.8 eV

The geometry in XYZ format:
```
9
C3H2N4 the ωB97M-V functional and the def2-TZVPD basis
N -1.930 2.197 -0.278
C -1.004 1.534 -0.492
C 0.163 0.809 -0.862
C 0.877 -0.033 -0.138
N 1.614 -0.872 0.343
H 0.638 1.058 -1.802
H 2.439 -0.526 0.828
N -1.516 -2.524 1.495
N -1.436 -1.561 0.965
```

---

--- 4 ---
2 unconnected molecules or ions with the total composition C3H2N4. Source: the Open Molecules 2025 dataset; level of theory: the ωB97M-V functional and the def2-TZVPD basis.

Output
Multiplicity ... 1
HOMO level ... -8.4 eV

The geometry in XYZ format:
```
9
C3H2N4 the ωB97M-V functional and the def2-TZVPD basis
C 0.421 0.910 1.774
C 0.024 0.857 0.628
C -0.519 0.881 -0.653
N 0.243 1.077 -1.632
N 1.003 1.167 -2.421
N -0.247 -3.746 0.664
N -0.257 -2.817 0.082
H 0.860 1.150 2.642
H -1.528 0.522 -1.085
```

---

Relative stability in kJ/mol, measured from the most stable structure: 1 146.0; 2 268.6; 3 0.0; 4 232.6

---

--- 1 ---
A molecular structure, C33H24IN3PPdSSe2. Source: the Open Molecules 2025 dataset; level of theory: the ωB97M-V functional and the def2-TZVPD basis.

Output
Charge ... -1
Multiplicity ... 1
HOMO level ... -3.7 eV

The geometry in XYZ format:
```
66
C33H24IN3PPdSSe2 the ωB97M-V functional and the def2-TZVPD basis
Pd 0.002 -0.194 -0.247
I -2.135 1.260 0.116
C -3.820 0.003 0.832
C -4.892 0.821 1.091
C -6.184 0.321 1.312
C -6.402 -1.023 1.238
C -5.329 -1.909 1.003
C -5.583 -3.297 0.977
C -4.570 -4.193 0.811
C -3.258 -3.723 0.670
C -2.959 -2.377 0.649
P -1.167 -2.003 0.485
C -0.569 -2.358 2.172
C -1.424 -2.594 3.244
C -0.905 -2.860 4.504
C 0.466 -2.896 4.697
C 1.325 -2.619 3.642
C 0.811 -2.335 2.389
C -0.644 -3.427 -0.528
C -1.067 -3.370 -1.858
C -0.671 -4.339 -2.760
C 0.176 -5.360 -2.344
C 0.611 -5.408 -1.032
C 0.194 -4.452 -0.116
C -3.997 -1.409 0.812
H -4.729 1.893 1.100
H -6.996 1.007 1.516
H -7.398 -1.433 1.356
H -6.604 -3.638 1.109
H -4.761 -5.259 0.799
H -2.458 -4.444 0.584
H -2.496 -2.570 3.099
H -1.578 -3.042 5.332
H 0.869 -3.131 5.675
H 2.397 -2.614 3.793
H 1.477 -2.091 1.570
H -1.699 -2.544 -2.169
H -1.010 -4.288 -3.787
H 0.508 -6.107 -3.054
H 1.296 -6.184 -0.714
H 0.534 -4.497 0.910
Se 2.007 1.344 0.029
Se -0.680 3.397 -1.356
C -0.166 2.254 -2.767
C 0.254 2.820 -3.984
C 0.605 1.995 -5.028
C 0.528 0.614 -4.857
C 0.115 0.137 -3.630
N -0.226 0.926 -2.607
C 1.699 1.525 1.882
C 2.531 2.338 2.673
C 2.223 2.521 4.002
C 1.103 1.890 4.538
C 0.362 1.080 3.702
N 0.650 0.887 2.416
H 0.286 3.896 -4.073
H 0.928 2.412 -5.975
H 0.785 -0.069 -5.656
H 0.044 -0.931 -3.443
H 3.385 2.816 2.213
H 2.841 3.158 4.624
H 0.813 2.032 5.571
H -0.515 0.555 4.071
S 3.631 -3.081 -0.892
C 2.362 -2.104 -0.867
N 1.398 -1.438 -0.895
```

---

--- 2 ---
A molecular structure, C33H24IN3PPdSSe2. Source: the Open Molecules 2025 dataset; level of theory: the ωB97M-V functional and the def2-TZVPD basis.

Output
Charge ... -1
Multiplicity ... 1
HOMO level ... -3.8 eV

The geometry in XYZ format:
```
66
C33H24IN3PPdSSe2 the ωB97M-V functional and the def2-TZVPD basis
Pd 1.312 -1.321 0.059
I 1.629 0.375 -2.629
C -0.348 0.554 -3.285
C -0.574 0.267 -4.603
C -1.838 0.466 -5.191
C -2.833 1.016 -4.448
C -2.638 1.319 -3.077
C -3.691 1.948 -2.374
C -3.547 2.259 -1.063
C -2.375 1.874 -0.382
C -1.326 1.219 -0.988
P 0.005 0.566 0.181
C -0.985 0.466 1.733
C -0.749 1.237 2.867
C -1.495 1.040 4.027
C -2.497 0.083 4.060
C -2.737 -0.697 2.932
C -1.975 -0.520 1.790
C 1.002 2.088 0.429
C 2.132 1.994 1.243
C 3.002 3.064 1.379
C 2.763 4.246 0.690
C 1.650 4.349 -0.132
C 0.777 3.275 -0.265
C -1.402 1.013 -2.420
H 0.248 -0.091 -5.210
H -1.994 0.223 -6.235
H -3.797 1.244 -4.891
H -4.600 2.192 -2.912
H -4.335 2.771 -0.523
H -2.319 2.088 0.675
H 0.019 2.000 2.844
H -1.296 1.646 4.904
H -3.080 -0.068 4.962
H -3.501 -1.466 2.956
H -2.135 -1.155 0.927
H 2.359 1.053 1.727
H 3.895 2.955 1.982
H 3.459 5.073 0.770
H 1.468 5.260 -0.691
H -0.076 3.367 -0.924
Se 0.218 -4.930 1.107
Se 0.090 -3.110 2.496
C 1.775 -2.163 1.941
C 2.300 -1.261 2.914
C 3.655 -1.117 2.998
C 4.495 -1.863 2.147
C 3.915 -2.671 1.212
N 2.573 -2.851 1.105
C -0.667 -4.107 -0.406
C -2.019 -4.377 -0.609
C -2.686 -3.724 -1.632
C -1.967 -2.860 -2.440
C -0.618 -2.688 -2.180
N 0.030 -3.263 -1.162
H 1.622 -0.735 3.575
H 4.086 -0.425 3.713
H 5.570 -1.765 2.199
H 4.517 -3.222 0.501
H -2.523 -5.077 0.042
H -3.743 -3.891 -1.797
H -2.429 -2.323 -3.260
H -0.016 -2.057 -2.820
S 6.017 1.051 0.253
C 4.614 0.339 -0.238
N 3.614 -0.186 -0.549
```

---

Relative stability in kJ/mol, measured from the most stable structure: 1 0.0; 2 26.9